1.
Computed, not measured: 3 unconnected molecules or ions with the total composition C15H35N3O8P in a non-equilibrium geometry, with the ωB97M-V functional and the def2-TZVPD basis.

Each line ends with the Mulliken charge.
Cartesian coordinates (Å):
O1 -2.6415 1.4572 -1.2478  -0.5036
C1 -3.1406 0.5592 -1.9668  0.2019
O2 -2.3552 -0.4815 -2.5255  -0.3501
C2 -1.0996 0.0138 -3.0675  -0.2679
C3 -1.4417 1.1429 -4.1809  -0.5698
C4 -0.2909 1.3052 -5.2845  -0.6508
C5 -0.8915 2.1034 -6.5730  -0.9858
N1 -2.0291 1.3040 -7.0996  0.5322
C6 -1.5886 0.0605 -7.7887  -0.7575
C7 -1.8641 -1.1957 -6.7977  0.5214
O3 -0.9374 -2.0336 -6.4837  -0.7266
O4 -3.1083 -1.3892 -6.2072  -0.7283
P1 -3.1571 2.2408 -8.0716  -0.0778
O5 -3.0925 3.9148 -7.7114  -0.4552
O6 -4.7243 1.7505 -7.4974  -0.5136
H1 -4.2640 0.5169 -2.2203  0.3461
H2 -0.5066 -0.8649 -3.4963  0.3999
H3 -0.4375 0.5380 -2.2857  0.1837
H4 -2.4685 0.8742 -4.6028  0.2764
H5 -1.5281 2.1412 -3.6173  0.3969
H6 0.1139 0.3074 -5.6656  0.3073
H7 0.5993 1.8563 -4.8107  0.4318
H8 -0.0691 2.3128 -7.3607  0.3211
H9 -1.2118 3.1303 -6.1509  0.3440
H10 -2.2287 -0.0899 -8.7355  0.4483
H11 -0.4800 0.0895 -8.1133  0.2180
H12 -3.5034 4.0345 -6.8131  0.3015
H13 -4.5860 0.8672 -7.0575  0.3615
C8 -0.5375 -1.1778 2.6639  -1.4666
C9 0.4307 -0.0181 2.4477  0.1306
C10 0.5650 0.4024 0.9701  -0.2362
O7 1.3737 -0.4677 0.1841  -0.4178
C11 0.6990 -1.6185 -0.2993  -0.6658
N2 1.7330 -0.3690 3.0312  -0.5007
H14 -0.1178 -2.1381 2.3589  0.2966
H15 -0.7934 -1.2653 3.7244  0.3740
H16 -1.4679 -1.0196 2.1116  0.3750
H17 0.0306 0.8416 2.9967  0.3354
H18 1.0704 1.3743 0.9424  0.3426
H19 -0.4155 0.5508 0.5019  0.1456
H20 -0.3482 -1.4137 -0.5370  0.2784
H21 0.7747 -2.4315 0.4266  0.2635
H22 1.2025 -1.9462 -1.2120  0.2774
H23 2.3473 0.4404 2.9659  0.2444
H24 2.1684 -1.0512 2.4090  0.2684
C12 1.6629 -0.8655 8.8621  -1.4853
C13 1.6314 -1.4930 7.4711  0.3594
C14 3.0310 -1.8389 6.9219  -0.6869
O8 3.7665 -0.7185 6.4404  -0.3645
C15 4.4433 0.0156 7.4458  -0.6987
N3 0.8988 -0.6026 6.5632  -0.6833
H25 1.9878 0.1763 8.8459  0.2618
H26 0.6635 -0.8795 9.3065  0.3779
H27 2.3288 -1.4219 9.5285  0.3538
H28 1.0721 -2.4316 7.5540  0.4158
H29 2.8982 -2.4948 6.0548  0.3434
H30 3.6218 -2.4069 7.6516  0.4499
H31 4.8117 -0.6278 8.2498  0.3148
H32 3.7904 0.7933 7.8481  0.2442
H33 5.2987 0.5129 6.9816  0.2483
H34 0.8018 -1.0656 5.6609  0.1634
H35 1.5089 0.1899 6.3603  0.3360

As for the LUMO energy: 2.13 eV. The charge is -1.


2.
Computed, not measured: 7 unconnected molecules or ions with the total composition C15H35N4O13 in a non-equilibrium geometry, with the ωB97M-V functional and the def2-TZVPD basis.

Each line ends with the Mulliken charge.
Cartesian coordinates (Å):
C1 10.8847 5.4174 -13.8940  -0.6341
C2 9.5094 5.8414 -14.3440  0.4581
O1 8.6826 6.3501 -13.6588  -0.4495
N1 9.2719 5.8301 -15.8595  0.4926
H1 8.7039 6.6247 -16.1325  0.3529
H2 10.1779 5.8466 -16.3414  0.0757
C3 8.5482 4.5911 -16.3698  -0.7049
H3 10.8005 5.2987 -12.8170  0.3806
H4 11.6266 6.1789 -14.1307  -0.0045
H5 11.0560 4.5128 -14.4808  0.3428
H6 9.1544 3.7009 -16.2014  0.3310
H7 8.3738 4.6011 -17.4410  0.2596
H8 7.6767 4.3336 -15.7693  0.3888
C4 16.0450 4.6066 -17.7918  -0.5027
C5 16.0542 4.0919 -19.1763  0.5676
O2 16.7432 4.5610 -20.0296  -0.4254
N2 15.2300 2.8333 -19.4761  0.1793
H9 15.4694 2.0101 -18.9272  0.4301
H10 14.3158 3.0784 -19.0567  0.0498
C6 14.8950 2.5796 -20.9137  -0.7848
H11 17.0530 4.6323 -17.3887  0.5409
H12 15.3299 4.1417 -17.1087  0.2440
H13 15.4914 5.5450 -17.8999  -0.2116
H14 15.6831 1.9621 -21.3310  0.3461
H15 14.6956 3.5614 -21.3360  0.3306
H16 13.9265 2.0807 -20.9373  0.3406
C7 10.8494 9.2342 -18.5857  -0.6644
C8 9.9344 8.9958 -19.7429  0.4515
O3 9.9188 9.5949 -20.7645  -0.4032
N3 8.9926 7.8326 -19.5522  -0.0456
H17 8.6181 7.9002 -18.6091  0.3244
H18 8.1954 7.9259 -20.1801  0.3692
C9 9.8333 6.5567 -19.7524  -0.7628
H19 11.8753 8.8930 -18.7218  0.0153
H20 10.4718 8.9439 -17.6032  0.3037
H21 10.8586 10.3168 -18.4384  0.4434
H22 10.5947 6.4256 -18.9846  0.3053
H23 10.1456 6.7018 -20.7828  0.4004
H24 9.0675 5.8020 -19.5827  0.3039
C10 14.8515 6.7766 -14.1888  -1.0097
C11 16.0146 7.3573 -14.9543  0.5874
O4 17.0430 6.7715 -15.1149  -0.4868
N4 15.8844 8.7405 -15.4675  0.1369
H25 16.3399 8.8984 -16.3797  0.4018
H26 14.9227 8.9478 -15.7543  0.2053
C12 16.4073 9.6354 -14.3404  -0.8293
H27 14.0854 7.5441 -14.0676  0.3170
H28 15.2520 6.4408 -13.2336  0.4794
H29 14.3359 5.9557 -14.6856  0.1438
H30 16.6988 10.5607 -14.8327  0.3627
H31 17.1758 9.0873 -13.8079  0.3424
H32 15.5106 9.8939 -13.7804  0.3538
O5 14.4682 9.3584 -19.6162  -0.4646
C13 15.7684 9.5939 -19.3022  0.4846
O6 16.0144 9.6902 -18.0507  -0.8482
O7 16.6377 9.7496 -20.1575  -0.6779
H33 14.2515 8.9856 -18.7466  0.3848
O8 11.1429 1.7405 -18.9288  -0.5536
C14 11.5504 2.9687 -18.5203  0.5136
O9 10.6120 3.8159 -18.4240  -0.6604
O10 12.7552 3.1050 -18.1622  -0.8688
H34 10.2221 2.0801 -18.8282  0.3620
O11 13.2504 5.8014 -18.2815  -0.2257
C15 12.8985 6.8056 -17.4705  0.1627
O12 13.6052 7.7814 -17.1793  -0.6070
O13 11.8261 6.5680 -16.8132  -0.7410
H35 12.6364 5.0926 -18.0194  0.3003

As for the LUMO energy: -3.77 eV. The charge is +1. For the energy above the lowest of the compared OMol25 structures with the same formula, charge and spin, the calculation gives 0.0 kcal per mole.


3.
Computed, not measured: a molecular structure, C15H35N4O6PSc in a non-equilibrium geometry, with the ωB97M-V functional and the def2-TZVPD basis.

Each line ends with the Mulliken charge.
Cartesian coordinates (Å):
O1 -1.0985 0.9419 -5.6132  -0.5254
H1 -1.6521 0.5151 -6.2752  0.3115
Sc1 -1.0575 0.5695 -0.4350  -0.5707
N1 -0.7569 2.0938 0.7430  0.6453
N2 0.3226 1.4718 -1.4798  0.8299
N3 -2.0628 -0.4940 0.8855  0.2305
N4 -1.2108 -1.0836 -1.4845  0.6546
O2 -1.4648 2.4511 1.8975  -0.7707
O3 -2.5296 -0.1269 2.1625  -0.5312
O4 -0.6581 -1.3914 -2.7443  -0.4465
O5 1.1087 0.8999 -2.4887  -0.6437
C1 0.8695 2.6307 -0.8526  0.1526
C2 0.2886 2.9690 0.3225  -0.0185
C3 -2.3062 -1.6992 0.5175  0.6348
C4 -1.7461 -2.0634 -0.8549  0.3624
C5 0.6397 4.1514 1.2206  -1.5969
H2 0.9025 3.7926 2.2161  0.2809
H3 -0.2193 4.8160 1.3158  0.3356
H4 1.4772 4.7402 0.8547  0.4497
C6 2.0155 3.3530 -1.5554  -1.4346
H5 1.7244 3.5981 -2.5774  0.3269
H6 2.8900 2.7033 -1.6007  0.2391
H7 2.3124 4.2780 -1.0674  0.4515
C7 -3.0498 -2.7628 1.3331  -1.7127
C8 -1.8786 -3.5048 -1.3602  -1.7495
H8 -3.7264 -2.3195 2.0637  0.4434
H9 -2.3442 -3.3896 1.8777  0.3131
H10 -3.6642 -3.4045 0.7025  0.4903
H11 -1.1225 -3.7485 -2.1062  0.4493
H12 -2.8545 -3.6621 -1.8185  0.3934
H13 -1.7527 -4.2313 -0.5579  0.4478
H14 -2.2300 0.7897 2.2529  0.4066
H15 -0.4951 -0.5060 -3.1237  0.3161
C9 -1.8961 1.3259 -4.5581  -0.5602
H16 -1.4698 2.0987 -3.9343  0.1518
H17 -2.3845 0.4986 -4.0632  0.2208
H18 -2.7385 1.8511 -5.0092  0.4483
O6 -3.1164 1.6847 -0.5785  -0.6645
H19 -3.0142 0.7483 -0.2213  0.6401
H20 -2.3507 2.1953 -0.1808  0.5690
C10 0.8621 0.1258 3.6126  -1.1067
C11 1.8663 0.0523 2.4623  -1.0598
P1 1.0663 -0.4796 0.8859  2.2023
C12 2.5244 -0.1901 -0.2110  -0.5247
C13 3.8591 -0.7762 0.2561  -1.3219
C14 0.5409 -2.1776 1.4049  -0.2634
C15 1.6077 -3.0478 2.0700  -1.4326
H21 0.0319 0.8139 3.3579  0.1791
H22 1.3684 0.5121 4.5225  0.4290
H23 0.4437 -0.8697 3.8600  0.2245
H24 2.2661 1.0773 2.3109  0.4956
H25 2.7043 -0.6033 2.7579  0.5055
H26 2.3058 -0.6537 -1.1905  0.4195
H27 2.6856 0.8927 -0.3090  -0.0331
H28 3.8068 -1.8730 0.3523  0.2579
H29 4.6339 -0.5452 -0.5043  0.4506
H30 4.2081 -0.3212 1.2039  0.2787
H31 -0.3076 -2.1016 2.1106  0.1176
H32 0.2383 -2.7310 0.5016  0.2286
H33 1.9504 -2.6317 3.0358  0.2936
H34 1.1682 -4.0426 2.2899  0.4642
H35 2.4666 -3.2105 1.3964  0.2253

As for the LUMO energy (alpha / beta): -5.01 / -5.02 eV. The charge is +1. For the energy above the lowest of the compared OMol25 structures with the same formula, charge and spin, the calculation gives 87.0 kcal per mole.


4.
Computed, not measured: a molecular structure, C15H35N7OReS4 in a non-equilibrium geometry, with the ωB97M-V functional and the def2-TZVPD basis.

Each line ends with the Mulliken charge.
Cartesian coordinates (Å):
Re1 -0.0131 -0.5310 -0.4592  0.9546
C1 1.9262 -1.2806 -3.0316  -0.9904
C2 0.6124 -1.7988 -3.5634  -0.7144
S1 -0.8160 -1.0786 -2.6879  -0.0189
C3 -1.7773 -2.5837 -2.3620  -0.7893
C4 -1.1255 -3.5525 -1.3626  -0.7977
S2 -0.4862 -2.7158 0.1810  -0.1991
C5 1.1519 -3.5037 0.2812  -0.5751
C6 2.0701 -3.1318 -0.8837  -1.0765
S3 2.0933 -1.3014 -1.1927  0.2015
H1 2.0720 -0.2413 -3.3276  0.3840
H2 2.7475 -1.8522 -3.4709  0.5437
H3 0.5822 -2.8866 -3.5047  0.3846
H4 0.5198 -1.5422 -4.6187  0.5670
H5 -1.9876 -3.0890 -3.3051  0.5859
H6 -2.7325 -2.2496 -1.9743  0.3818
H7 -0.3163 -4.1095 -1.8298  0.4577
H8 -1.8764 -4.2822 -1.0586  0.5515
H9 1.0366 -4.5877 0.3365  0.5848
H10 1.5833 -3.1882 1.2307  0.1789
H11 1.7821 -3.6705 -1.7864  0.5574
H12 3.0883 -3.4422 -0.6477  0.6429
C7 -3.1798 3.8037 -1.7216  -1.0306
N1 -1.9698 3.3405 -1.0232  0.0382
C8 -0.7964 4.1785 -1.2489  -0.9779
C9 -1.7643 2.0147 -0.8689  0.1823
N2 -0.6407 1.4141 -1.0380  -0.1834
N3 -2.9064 1.3046 -0.4511  0.0641
C10 -3.0419 -0.0206 -0.0974  0.1743
N4 -4.2824 -0.3176 0.4032  -0.5409
N5 -2.0906 -0.8809 -0.2166  -0.2359
H13 -3.2137 4.8882 -1.7173  0.3879
H14 -4.0882 3.4567 -1.2351  0.3187
H15 -3.1853 3.4590 -2.7585  0.3317
H16 -1.0671 5.2244 -1.1425  0.3117
H17 -0.3820 4.0256 -2.2513  0.4027
H18 -0.0257 3.9641 -0.5103  0.2327
H19 0.2027 1.9495 -1.2497  0.3060
H20 -3.5575 1.8987 0.0437  0.3532
H21 -5.0451 0.0819 -0.1310  0.2486
H22 -4.4294 -1.3104 0.5265  0.2669
H23 -2.2526 -1.8034 0.1068  0.1452
O1 -0.1965 -0.2479 1.3627  -0.9191
C11 1.9504 -0.8021 3.6194  -1.0568
N6 2.5562 -0.0820 2.4994  0.1963
C12 3.6739 -0.7760 1.8735  -0.9556
C13 1.8779 0.8774 1.8642  0.3272
S4 1.9449 1.0192 0.0949  -0.3961
N7 1.2052 1.7212 2.6432  0.1993
C14 1.7753 2.1933 3.9115  -1.0809
C15 0.1438 2.5703 2.1374  -0.9079
H24 1.7405 -1.8262 3.3028  0.2912
H25 1.0161 -0.3478 3.9254  0.3272
H26 2.6441 -0.8269 4.4603  0.4154
H27 4.3373 -1.1424 2.6548  0.3530
H28 4.2343 -0.1022 1.2336  0.3874
H29 3.3149 -1.6233 1.2832  0.1779
H30 2.6870 1.6654 4.1646  0.3762
H31 1.0454 2.0676 4.7113  0.3754
H32 2.0141 3.2536 3.8131  0.3802
H33 -0.4104 2.0534 1.3660  0.1786
H34 0.5615 3.4999 1.7405  0.3018
H35 -0.5345 2.8031 2.9569  0.4191

As for the LUMO energy (alpha / beta): -5.39 / -5.51 eV. The charge is +2. For the energy above the lowest of the compared OMol25 structures with the same formula, charge and spin, the calculation gives 58.7 kcal per mole. The spin multiplicity is 2.


Computed values of total energy (unit: Ha) for the preceding records, in sequence: -1700.06633; -1789.40109; -2364.59540; -2721.58542.